9
Properties=species:S:1:pos:R:3:forces:R:3 method="wB97M-V/def2-TZVPD" de_lowest_kj_mol=855.6
O -1.85562 -0.90582 -0.19210 -1.8304 -1.1381 0.8724
O 2.32919 -1.21785 0.20868 -3.8493 4.9485 -2.1955
O 1.73394 1.02506 -0.29833 2.0849 -2.9696 -0.1517
N -1.95078 0.41705 0.13432 1.6451 -0.5173 -1.6935
N -0.64165 -1.35800 -0.20620 2.1079 0.0185 -0.9068
N 1.50218 -0.20541 -0.15091 5.0696 -0.5263 2.3947
C -0.69455 0.78062 0.01902 -2.1880 4.4229 3.9558
C 0.14658 -0.28993 -0.10158 -3.6513 -3.2785 -0.5576
H -0.56928 1.75428 0.58710 0.6116 -0.9600 -1.7180

121
Properties=species:S:1:pos:R:3:forces:R:3 method="wB97M-V/def2-TZVPD" s_squared=6.095 de_lowest_kj_mol=0.0 multiplicity=5
Pt 0.53891 0.28849 -0.04703 -0.4074 -0.1872 -1.5248
Te 0.65697 2.75958 -1.13063 0.3904 0.1044 0.2415
F 2.29757 4.86081 6.43933 0.0290 0.0240 0.0473
F 3.02657 5.63964 3.98869 0.0175 0.0014 -0.0506
F 1.83591 4.50558 1.80364 0.0645 0.0517 -0.0677
F -0.84028 1.87143 4.68500 -0.0247 -0.0555 0.0789
F 0.40772 3.00440 6.85160 -0.0313 -0.0362 0.0108
O -0.50881 -0.59180 -2.02617 0.1111 0.1324 0.2475
O -2.64343 -0.52387 -5.12378 0.0200 0.0195 0.0476
O -0.13482 2.64181 2.19465 0.2473 0.2371 0.2817
N -3.65455 0.21997 2.03613 -0.0100 0.0273 -0.0262
N -3.83649 2.26689 0.73638 0.0300 -0.0234 0.0436
N 2.44418 -0.19366 -1.59000 0.5114 -0.0345 0.0438
N -1.95995 0.74702 0.35354 0.1786 -0.0598 0.1890
N -4.21951 0.12490 -0.31626 -0.0229 0.0172 -0.0113
C -0.08626 -2.55025 1.61248 0.0235 -0.4611 0.1407
C -5.08969 -3.13344 -1.66321 -0.0013 -0.0190 0.0385
C -1.03856 2.17928 -3.64305 0.0768 -0.0150 -0.0348
C 2.08731 4.70739 4.11046 0.0481 0.0133 0.0069
C -0.46648 -1.42756 5.65163 -0.0109 0.0121 0.0406
C -1.63672 2.50468 -4.85620 0.0396 -0.0513 0.0418
C 5.10824 0.15339 2.60351 -0.0017 -0.0037 0.0076
C 2.13469 -1.40265 -1.88799 -0.1001 -0.0277 0.1365
C 4.08501 1.27966 2.81965 0.2204 -0.0251 -0.1973
C 0.09428 4.31241 -3.64484 0.0260 -0.0068 0.0011
C -0.01450 -1.27464 -3.02057 -0.0163 -0.3159 -0.0190
C -2.42233 2.15678 0.39949 -0.0349 0.0398 -0.1887
C 1.02030 -2.84550 -5.20704 0.0282 0.0620 0.0657
C 2.93575 1.05658 1.92135 -0.0472 -0.2255 0.1552
C -0.80763 -1.64301 -4.13580 0.0678 0.1901 -0.0007
C -1.52659 -2.05207 4.99668 0.0083 -0.0022 -0.0004
C -3.21658 -1.87987 -3.28366 0.0101 -0.0474 -0.0007
C 1.70928 4.30901 5.39800 -0.0311 -0.0283 0.0031
C 3.39712 -2.22725 0.09831 -0.0487 -0.0076 0.0150
C -4.43049 -0.46596 1.00055 -0.0314 -0.0421 0.0435
C 3.69101 -3.21550 1.02187 0.0066 0.0203 -0.0015
C -4.54320 -1.46069 -3.29455 0.0235 -0.0422 -0.0456
C -0.28697 -2.37887 -5.19202 0.0165 -0.0240 -0.0305
C -5.47607 -2.08568 -2.48653 -0.0415 -0.0013 0.0098
C 2.17756 -4.71983 -0.08810 0.0001 -0.0011 -0.0098
C 2.53274 2.20853 -1.98327 -0.0165 -0.0108 -0.1448
C -0.17114 3.08488 -3.04176 -0.3219 -0.0105 0.0353
C 0.89113 -1.62232 3.66982 -0.0034 -0.0088 0.0318
C -0.18477 -2.22421 2.97251 -0.0419 0.0003 -0.0279
C 0.45794 3.13034 3.15840 -0.0809 -0.0408 0.1284
C 2.00232 0.70120 1.23005 -0.4398 0.4344 0.4871
C -2.24553 0.13314 1.67410 0.0310 0.1083 0.1075
C 1.81238 -2.51653 -4.11208 -0.0512 0.0141 -0.0889
C 4.76118 2.61935 2.50169 0.0485 -0.0383 0.0050
C 3.07978 -4.46060 0.93271 0.0144 -0.0365 0.0221
C 1.55853 -3.66767 -6.34416 0.0186 -0.0357 -0.0810
C 1.50160 4.13244 3.02031 -0.2057 -0.1042 0.0222
C 3.63316 1.25117 4.28196 -0.0068 -0.0100 0.0243
C 1.32794 -1.74726 -3.06872 -0.0512 0.1219 -0.0182
C 2.42473 0.83467 -2.61840 -0.0963 0.0202 -0.0335
C -2.24567 -1.24992 -4.23298 -0.0734 -0.0943 0.0397
C 1.87834 -3.73264 -1.01475 0.0393 0.0275 -0.0068
C -3.76621 -3.55495 -1.64379 0.0233 0.0208 0.0046
C 2.47740 -2.47645 -0.92270 -0.0480 0.0151 0.0394
C -2.80423 0.04664 -0.64871 0.0363 -0.0967 0.0045
C -1.37620 3.72843 -5.45228 -0.0092 0.0134 -0.0399
C -4.04365 1.63091 2.04180 -0.0082 0.0160 0.0248
C 0.72432 3.33533 5.60493 0.0103 0.0475 -0.0011
C 0.11469 2.76375 4.52751 0.0234 0.0016 -0.2437
C 0.73959 -1.22912 4.98333 0.0262 0.0008 0.0010
C -0.50570 4.62900 -4.85339 0.0096 0.0126 -0.0189
C -1.38995 -2.44788 3.68537 -0.0028 0.0162 -0.0045
C -2.83051 -2.92987 -2.45388 -0.0129 0.0293 -0.0039
C -4.60976 1.52838 -0.26211 -0.0465 0.0424 -0.0259
H -0.57895 -1.09880 6.67653 0.0060 -0.0201 0.0123
H 2.84647 1.98209 4.46606 0.0130 0.0001 -0.0108
H 1.16478 -3.92570 -1.80516 -0.0044 -0.0005 -0.0045
H 1.55654 0.77840 -3.28401 -0.0027 0.0111 0.0237
H -2.45919 -2.22574 5.51774 -0.0058 0.0142 0.0012
H -0.29985 5.58258 -5.32274 0.0054 -0.0011 0.0016
H -3.46581 -4.37588 -1.00450 -0.0034 -0.0029 0.0004
H 3.85038 -1.24727 0.16050 -0.0109 0.0065 0.0091
H 2.41069 -3.18119 -6.82332 0.0009 0.0027 0.0050
H 5.63466 2.76276 3.14191 0.0099 -0.0031 0.0045
H -1.79696 -3.25279 -2.45192 -0.0009 -0.0107 0.0115
H -3.44891 2.15851 2.79090 -0.0030 -0.0063 -0.0011
H 3.31074 -5.22841 1.66009 -0.0034 -0.0055 -0.0015
H 5.95741 0.27546 3.28029 0.0095 0.0084 0.0058
H 4.08630 3.45788 2.65785 -0.0504 0.0502 0.0095
H 5.48085 0.16051 1.57818 -0.0143 -0.0012 -0.0055
H -1.84215 2.69140 1.13803 0.0339 0.0498 0.0062
H -5.09959 1.70906 2.30967 0.0079 0.0001 -0.0063
H -0.94529 -2.61441 -6.02200 0.0023 0.0224 -0.0190
H 4.47535 1.47227 4.94232 0.0068 -0.0015 0.0086
H 0.85682 -2.52085 1.08869 0.0360 0.2150 0.0041
H 3.31084 0.67121 -3.24281 -0.0035 -0.0079 0.0048
H -2.26306 2.60453 -0.58699 -0.0264 -0.0410 -0.0029
H -5.82146 -3.62410 -1.03326 -0.0017 -0.0020 -0.0011
H -2.21334 -2.93919 3.17928 -0.0157 0.0405 -0.0276
H 4.64892 -0.81732 2.79623 -0.0020 -0.0023 -0.0004
H 3.27400 2.23050 -1.18642 -0.0134 -0.0487 0.0280
H 5.08769 2.64478 1.46131 0.0008 -0.0051 -0.0032
H -4.82587 -0.64898 -3.95186 0.0061 0.0062 -0.0016
H -1.85031 3.98221 -6.39176 0.0091 -0.0070 -0.0075
H -2.63066 0.49571 -1.62430 -0.0123 -0.0055 0.0113
H -4.13315 -1.51734 0.97007 0.0022 0.0112 -0.0089
H -5.49225 -0.40830 1.25300 0.0083 -0.0022 -0.0038
H 0.79656 -3.82288 -7.10799 -0.0037 0.0051 0.0068
H 3.24284 0.26630 4.53973 0.0011 0.0170 -0.0124
H 2.75804 2.96989 -2.72917 0.0114 0.0236 0.0312
H 0.76678 5.02312 -3.17758 -0.0296 0.0055 0.0306
H 1.56440 -0.75826 5.50411 -0.0100 -0.0125 0.0029
H -4.44714 1.98307 -1.24251 -0.0055 -0.0098 0.0024
H -1.63711 0.63477 2.42729 0.0071 -0.0185 -0.0087
H -2.28661 1.78279 -5.33102 -0.0199 -0.0070 0.0008
H 1.89278 -4.65113 -6.00695 0.0033 0.0032 0.0092
H -5.67135 1.59903 -0.01342 0.0102 -0.0045 -0.0019
H -0.92501 -3.01194 1.10453 -0.0034 0.0375 -0.0414
H 4.40194 -3.01904 1.81457 0.0003 -0.0006 0.0000
H 1.69860 -5.68773 -0.15772 0.0025 -0.0063 -0.0008
H -1.21309 1.21409 -3.17958 -0.0057 0.0236 -0.0101
H 2.84392 -2.85443 -4.07344 -0.0015 -0.0403 0.0184
H -2.48814 -0.99232 -0.69749 -0.0249 0.0119 0.0118
H 1.82519 -1.45991 3.14584 -0.0148 0.0608 -0.0387
H -1.95462 -0.91062 1.61839 -0.0019 -0.0253 -0.0088
H -6.50653 -1.75480 -2.49215 0.0027 0.0081 0.0005

18
Properties=species:S:1:pos:R:3:forces:R:3 method="wB97M-V/def2-TZVPD" charge=-1 de_lowest_kj_mol=101.7
O -0.44819 -2.19470 -0.32779 -0.1249 -0.0218 0.0539
O -1.01755 -1.34888 -2.34733 -0.0824 -0.0779 0.2614
N 0.36197 0.52554 0.26213 -0.5537 0.2539 -0.1412
C 0.10344 1.48032 1.32469 0.0609 0.0981 0.1705
C 1.42269 0.97309 -0.60445 0.4131 -0.1360 -0.1539
C -0.75824 -1.28510 -1.11741 0.2851 0.0228 -0.4309
C 0.68603 1.00947 2.65018 -0.1622 -0.3014 0.4057
C -0.81707 0.16256 -0.53883 0.3927 -0.0890 0.0099
H -1.70170 0.23857 0.09073 -0.1042 -0.0214 0.0428
H -0.96484 1.65988 1.44374 -0.1628 -0.2107 -0.0196
H 2.37848 1.05163 -0.07566 -0.0421 -0.1476 0.1003
H 0.14486 0.12767 3.00193 -0.0614 -0.0097 -0.1371
H -0.91450 0.83096 -1.40461 -0.1835 0.1645 0.0930
H 0.62452 1.74986 3.46211 0.1145 0.0461 -0.3145
H 1.24561 1.97594 -1.04270 -0.2166 -0.0768 -0.0432
H 1.54295 0.25957 -1.42479 0.0249 0.0693 0.1094
H 0.50393 2.46357 1.05931 0.2374 0.2300 -0.0045
H 1.71329 0.67279 2.52111 0.1652 0.2077 -0.0020

Repeat the first record exactly.
9
Properties=species:S:1:pos:R:3:forces:R:3 method="wB97M-V/def2-TZVPD" de_lowest_kj_mol=855.6
O -1.85562 -0.90582 -0.19210 -1.8304 -1.1381 0.8724
O 2.32919 -1.21785 0.20868 -3.8493 4.9485 -2.1955
O 1.73394 1.02506 -0.29833 2.0849 -2.9696 -0.1517
N -1.95078 0.41705 0.13432 1.6451 -0.5173 -1.6935
N -0.64165 -1.35800 -0.20620 2.1079 0.0185 -0.9068
N 1.50218 -0.20541 -0.15091 5.0696 -0.5263 2.3947
C -0.69455 0.78062 0.01902 -2.1880 4.4229 3.9558
C 0.14658 -0.28993 -0.10158 -3.6513 -3.2785 -0.5576
H -0.56928 1.75428 0.58710 0.6116 -0.9600 -1.7180